Computed, not measured: a structure of composition C35H27F5N6O4S3Ta, with ωB97M-V/def2-TZVPD.

Each line ends with the Löwdin charge.
Cartesian coordinates (Å):
Ta (0.019, -0.030, 0.201)  1.818
C (3.836, 0.175, 2.002)  0.030
C (2.704, 1.107, 2.229)  -0.319
N (1.589, 1.232, 1.517)  -0.001
C (0.859, 2.237, 2.153)  -0.176
C (1.552, 2.735, 3.203)  -0.046
N (2.711, 2.018, 3.220)  0.215
C (1.336, 3.756, 4.271)  -0.452
O (0.197, 4.429, 4.258)  0.176
O (2.202, 3.911, 5.086)  0.153
C (-0.496, 2.507, 1.689)  -0.465
O (-1.269, 3.315, 2.106)  0.172
O (-0.762, 1.646, 0.668)  -0.234
H (3.466, -0.771, 1.622)  0.059
H (4.364, -0.020, 2.934)  0.101
H (4.539, 0.599, 1.283)  0.099
H (3.428, 2.167, 3.920)  0.190
H (-0.389, 4.148, 3.524)  0.092
C (-4.085, 1.217, 1.282)  -0.070
C (-3.733, -0.267, 1.145)  -0.214
C (-3.872, -0.758, -0.271)  -0.160
C (-5.143, -0.765, -0.840)  -0.020
C (-5.339, -1.136, -2.156)  -0.040
C (-4.254, -1.475, -2.945)  -0.022
C (-2.965, -1.494, -2.425)  -0.174
C (-1.806, -1.793, -3.362)  -0.192
C (-1.823, -0.915, -4.616)  -0.076
C (-2.811, -1.181, -1.070)  -0.170
N (-1.471, -1.377, -0.511)  -0.073
C (-0.973, -2.603, -0.632)  -0.060
C (0.398, -2.808, -0.497)  -0.333
C (1.219, -3.899, -0.741)  0.027
C (2.542, -3.443, -0.669)  -0.016
C (2.485, -2.091, -0.394)  -0.094
N (1.194, -1.678, -0.268)  -0.130
H (-3.890, 1.576, 2.293)  0.081
H (-5.142, 1.378, 1.069)  0.077
H (-3.516, 1.835, 0.588)  0.072
H (-4.403, -0.849, 1.781)  0.113
H (-2.729, -0.458, 1.522)  0.022
H (-5.987, -0.474, -0.226)  0.125
H (-6.337, -1.147, -2.575)  0.116
H (-4.406, -1.732, -3.986)  0.119
H (-1.831, -2.847, -3.654)  0.124
H (-0.849, -1.640, -2.861)  0.087
H (-2.674, -1.136, -5.259)  0.073
H (-0.919, -1.075, -5.204)  0.081
H (-1.878, 0.141, -4.347)  0.070
H (-1.636, -3.425, -0.889)  0.166
H (0.889, -4.896, -0.987)  0.122
H (3.437, -4.020, -0.831)  0.116
H (3.298, -1.388, -0.322)  0.103
S (-3.708, -4.862, 4.276)  0.659
C (-2.499, -3.961, 3.652)  -1.107
S (-2.427, -2.227, 3.777)  1.010
C (-0.989, -2.195, 2.816)  -1.034
N (-0.559, -3.345, 2.444)  0.052
N (-1.394, -4.334, 2.925)  -0.139
C (-1.047, -5.693, 2.619)  -0.221
C (-1.006, -6.637, 3.629)  -0.034
C (-0.663, -7.944, 3.311)  -0.057
C (-0.359, -8.297, 2.004)  -0.072
C (-0.397, -7.336, 1.003)  -0.072
C (-0.747, -6.031, 1.312)  -0.027
S (-0.137, -0.656, 2.625)  0.666
H (-1.240, -6.360, 4.646)  0.104
H (-0.631, -8.687, 4.096)  0.113
H (-0.095, -9.319, 1.767)  0.109
H (-0.165, -7.608, -0.020)  0.105
H (-0.789, -5.264, 0.554)  0.076
F (-1.314, 1.128, -2.032)  0.057
C (-0.054, 1.585, -2.260)  -0.243
C (0.952, 1.071, -1.460)  -0.128
C (2.220, 1.572, -1.676)  -0.223
F (3.273, 1.142, -0.956)  0.078
C (2.474, 2.528, -2.640)  -0.136
F (3.702, 2.990, -2.846)  0.145
C (1.426, 3.017, -3.409)  -0.116
F (1.668, 3.928, -4.338)  0.163
C (0.134, 2.550, -3.222)  -0.139
F (-0.863, 3.011, -3.966)  0.149

Properties
energy relative to the best compared isomer or geometry (same formula, charge and spin): 89.70 kJ/mol
total charge: +1
energy: -3730.24033 hartree
gap between HOMO and LUMO: 5.15 eV

=====

Computed, not measured: a structure of composition C35H27N5OPdS3, with ωB97M-V/def2-TZVPD.

Each line ends with the Löwdin spin population.
Cartesian coordinates (Å):
Pd (-0.879, -0.808, -0.049)  0.129
C (-0.871, 4.897, -0.493)  0.038
C (-0.135, 4.188, 0.447)  -0.003
C (-0.463, 2.876, 0.745)  0.039
C (-1.537, 2.263, 0.109)  0.032
C (-2.295, 2.985, -0.816)  0.042
C (-1.955, 4.291, -1.119)  -0.003
N (-1.849, 0.924, 0.404)  0.442
C (-3.165, 0.643, 0.758)  0.058
C (-4.059, 1.583, 1.291)  0.082
C (-5.333, 1.199, 1.667)  0.052
C (-5.739, -0.126, 1.519)  0.105
C (-4.878, -1.083, 0.996)  0.044
C (-3.597, -0.708, 0.618)  0.085
N (-2.638, -1.535, 0.074)  0.277
N (-2.846, -2.821, -0.137)  0.281
C (-1.712, -3.427, -0.562)  0.027
C (-1.698, -4.804, -0.851)  0.062
C (-0.542, -5.383, -1.306)  0.011
C (0.615, -4.608, -1.460)  0.086
C (0.557, -3.267, -1.151)  0.003
N (-0.567, -2.681, -0.730)  0.087
H (-0.596, 5.914, -0.746)  0.002
H (0.710, 4.649, 0.942)  -0.001
H (0.088, 2.324, 1.493)  0.001
H (-3.127, 2.498, -1.312)  0.000
H (-2.537, 4.837, -1.852)  -0.001
H (-3.732, 2.606, 1.427)  0.001
H (-6.013, 1.932, 2.083)  0.001
H (-6.741, -0.413, 1.813)  0.005
H (-5.170, -2.116, 0.875)  0.002
H (-2.613, -5.362, -0.698)  0.002
H (-0.521, -6.440, -1.543)  -0.001
H (1.547, -5.045, -1.789)  0.005
H (1.425, -2.625, -1.216)  -0.001
C (1.340, -1.273, 4.551)  0.000
C (1.719, -2.181, 3.576)  0.000
C (0.862, -2.406, 2.510)  0.001
N (-0.310, -1.792, 2.369)  0.007
C (-0.664, -0.920, 3.313)  0.001
C (0.119, -0.631, 4.418)  0.000
H (1.983, -1.073, 5.398)  0.000
H (2.665, -2.706, 3.631)  0.000
H (1.124, -3.120, 1.735)  0.000
H (-1.629, -0.441, 3.182)  0.000
H (-0.222, 0.084, 5.156)  0.000
O (1.084, -0.354, -0.151)  0.000
C (1.865, 0.438, -0.999)  0.001
C (2.862, -0.496, -1.728)  0.000
C (3.927, -1.142, -1.173)  0.000
C (4.584, -2.025, -2.079)  0.000
C (4.007, -2.027, -3.311)  0.000
S (2.670, -0.957, -3.379)  0.000
C (1.068, 1.188, -2.071)  0.000
C (-0.013, 0.719, -2.755)  0.000
C (-0.425, 1.570, -3.822)  0.000
C (0.368, 2.665, -3.946)  0.000
S (1.600, 2.676, -2.760)  0.000
C (2.710, 1.352, -0.087)  0.000
C (3.578, 2.380, -0.305)  0.000
C (4.195, 2.852, 0.893)  0.000
C (3.799, 2.154, 1.990)  0.000
S (2.672, 0.923, 1.588)  0.000
H (4.231, -0.990, -0.143)  0.000
H (5.448, -2.624, -1.819)  0.000
H (4.292, -2.586, -4.190)  0.000
H (-0.479, -0.228, -2.558)  0.000
H (-1.273, 1.365, -4.464)  0.000
H (0.303, 3.478, -4.656)  0.000
H (3.794, 2.796, -1.280)  0.000
H (4.906, 3.671, 0.919)  0.000
H (4.104, 2.304, 3.018)  0.000

Properties
expectation value of S²: 2.0321
energy relative to the best compared isomer or geometry (same formula, charge and spin): 0.00 kJ/mol
spin multiplicity: 3
energy: -3021.33701 hartree
gap between HOMO and LUMO (spin up / spin down): 7.22 / 5.86 eV

=====

Computed, not measured: a structure of composition C35H28AlClF12N6O5S, with ωB97M-V/def2-TZVPD.

Each line ends with the Löwdin charge.
Cartesian coordinates (Å):
Al (-1.288, -0.285, 0.869)  0.208
C (3.243, 4.149, 1.310)  -0.055
C (2.448, 2.945, 1.734)  -0.273
C (3.042, 1.711, 1.950)  -0.038
C (2.278, 0.581, 2.174)  -0.032
C (0.882, 0.642, 2.180)  -0.197
N (0.078, -0.514, 2.110)  0.069
C (0.297, -1.646, 2.838)  -0.192
C (1.215, -1.664, 3.913)  -0.018
C (1.514, -2.810, 4.616)  -0.052
C (0.908, -4.023, 4.313)  -0.289
C (1.250, -5.298, 5.044)  -0.066
C (-0.065, -4.002, 3.327)  -0.015
C (-0.412, -2.862, 2.598)  -0.058
C (-1.630, -2.976, 1.649)  -0.281
O (-2.088, -1.822, 1.087)  -0.013
C (-2.852, -3.580, 2.431)  -0.533
F (-2.927, -3.082, 3.672)  0.166
F (-2.786, -4.931, 2.544)  0.126
F (-4.008, -3.308, 1.824)  0.165
C (-1.292, -3.920, 0.452)  -0.532
F (-0.731, -5.098, 0.791)  0.135
F (-2.383, -4.202, -0.276)  0.162
F (-0.414, -3.303, -0.357)  0.147
C (0.269, 1.916, 2.088)  -0.048
C (1.070, 3.030, 1.856)  0.010
C (-1.264, 2.055, 2.273)  -0.267
O (-2.025, 1.150, 1.565)  -0.020
C (-1.802, 3.457, 1.843)  -0.547
F (-1.407, 4.456, 2.661)  0.142
F (-1.398, 3.762, 0.604)  0.146
F (-3.138, 3.478, 1.834)  0.163
C (-1.579, 1.883, 3.795)  -0.532
F (-0.804, 2.672, 4.563)  0.147
F (-2.857, 2.179, 4.087)  0.155
F (-1.375, 0.621, 4.192)  0.170
H (4.309, 4.003, 1.490)  0.067
H (2.921, 5.049, 1.837)  0.074
H (3.091, 4.318, 0.240)  0.065
H (4.123, 1.621, 1.909)  0.109
H (2.759, -0.380, 2.277)  0.102
H (1.677, -0.730, 4.198)  0.107
H (2.231, -2.755, 5.430)  0.105
H (2.000, -5.112, 5.814)  0.065
H (1.650, -6.056, 4.366)  0.070
H (0.372, -5.730, 5.531)  0.073
H (-0.594, -4.924, 3.128)  0.115
H (0.623, 4.004, 1.731)  0.115
Cl (1.119, 2.897, -1.980)  -0.229
C (-0.449, -0.025, -0.915)  -0.093
H (0.410, 0.623, -0.698)  0.037
H (-0.026, -0.978, -1.225)  0.054
C (4.047, -4.638, 0.582)  -0.032
C (3.645, -3.268, 0.147)  -0.320
C (4.281, -2.315, -0.613)  -0.003
C (3.373, -1.225, -0.693)  -0.342
N (2.263, -1.502, -0.030)  0.103
N (2.445, -2.741, 0.463)  0.043
C (3.549, 0.090, -1.381)  -0.046
H (5.119, -4.773, 0.446)  0.072
H (3.531, -5.406, 0.001)  0.075
H (3.811, -4.803, 1.635)  0.072
H (5.269, -2.383, -1.041)  0.097
H (1.721, -3.145, 1.037)  0.133
H (4.502, 0.545, -1.102)  0.073
H (2.749, 0.785, -1.127)  0.006
H (3.543, -0.029, -2.466)  0.074
O (-6.306, 4.633, -6.736)  -0.375
S (-5.133, 5.412, -6.366)  0.379
O (-5.085, 5.821, -4.980)  -0.369
O (-4.757, 6.434, -7.320)  -0.376
C (-3.823, 4.151, -6.526)  -0.339
N (-3.391, 3.900, -7.768)  0.114
C (-2.518, 2.913, -7.895)  -0.133
C (-2.051, 2.177, -6.820)  -0.013
C (-2.538, 2.536, -5.573)  -0.224
N (-3.427, 3.514, -5.426)  0.176
C (-2.049, 1.856, -4.341)  -0.128
C (-1.954, 2.528, -3.149)  0.016
C (-1.408, 1.892, -2.032)  -0.159
N (-1.089, 0.595, -2.084)  -0.101
C (-1.157, -0.075, -3.254)  -0.027
C (-1.633, 0.514, -4.384)  0.001
H (-2.167, 2.703, -8.901)  0.101
H (-1.318, 1.394, -6.950)  0.100
H (-2.245, 3.567, -3.080)  0.134
H (-1.447, 2.329, -1.050)  0.090
H (-0.827, -1.103, -3.222)  0.133
H (-1.709, -0.071, -5.289)  0.109

Properties
energy relative to the best compared isomer or geometry (same formula, charge and spin): 0.00 kJ/mol
total charge: -2
energy: -4354.88133 hartree
gap between HOMO and LUMO: 6.83 eV

=====

Among the records above, which one has the highest energy? C35H27N5OPdS3